Molecular formula: C54H131N5O14
Method: DFT, ωB97M-V/def2-TZVPD

```
204
Properties=species:S:1:pos:R:3:forces:R:3
C -27.725271 -2.764076 0.836198 0.291 -0.723 0.970
C -28.196364 -3.617731 2.041244 0.681 0.229 1.040
C -28.494634 -2.705464 3.261707 1.091 0.012 -0.559
C -29.078391 -3.443506 4.442265 0.304 1.276 0.531
C -30.418298 -3.925558 4.023348 -0.714 -1.240 -0.742
C -30.341160 -4.880018 2.796607 -0.045 0.130 -0.195
N -29.475546 -4.234923 1.739530 -0.952 0.343 0.723
O -29.402126 -4.969775 0.574363 -0.697 -0.182 -0.830
C -29.823653 -6.235994 3.267811 0.989 -0.667 -0.411
C -31.777300 -5.035242 2.199157 1.074 0.674 0.190
C -27.048866 -4.613497 2.359724 -0.355 -0.510 -0.466
H -27.739549 -3.391025 -0.087556 -0.007 0.890 0.578
H -26.690941 -2.440151 1.095161 -0.715 -0.074 -0.439
H -28.380718 -1.900145 0.846029 -0.080 0.200 -0.783
H -27.579974 -2.185092 3.525382 0.380 0.014 0.123
H -29.174257 -1.924286 2.939169 -0.344 0.111 -0.102
H -29.111461 -2.775665 5.321997 -0.336 -0.024 -0.387
H -28.430598 -4.221905 4.796117 0.354 -0.740 -0.097
H -31.066108 -3.116475 3.718573 -0.109 0.523 0.102
H -30.932883 -4.484108 4.801466 -0.113 -0.027 0.202
H -30.523719 -6.846135 3.821677 -0.493 0.239 0.331
H -29.540523 -6.901829 2.451367 -0.132 0.080 -0.483
H -28.905836 -6.182277 3.860976 -0.145 0.309 0.218
H -31.747400 -5.651814 1.307456 -0.090 -0.374 0.073
H -32.461447 -5.429419 2.968452 0.182 0.181 -0.429
H -32.061827 -4.034469 1.844714 -0.263 -0.250 0.303
H -26.056540 -4.267087 2.099132 0.153 0.556 0.010
H -27.148708 -5.483840 1.705041 -0.071 -0.194 0.127
H -26.978853 -4.959988 3.384588 -0.288 -0.038 0.206
H -28.875375 -5.754286 0.723470 0.457 -0.647 0.184
C -25.739113 -12.673216 -0.149940 -0.263 0.189 -0.036
C -24.583952 -13.666426 0.183095 0.352 2.282 0.647
C -24.993354 -15.102794 -0.007425 -0.121 -1.091 -0.767
C -25.186639 -15.462311 -1.510456 1.305 0.614 0.781
C -23.808651 -15.251506 -2.154548 0.557 0.852 0.836
C -23.341992 -13.768407 -2.048669 -1.070 0.190 0.417
N -23.387490 -13.405515 -0.616208 1.329 -0.331 -0.200
O -22.866203 -12.057953 -0.427291 -0.584 -0.760 -0.154
C -21.921378 -13.618616 -2.533149 1.373 -0.606 0.215
C -24.242711 -12.903756 -2.934806 0.296 0.153 0.024
C -24.128515 -13.405590 1.663969 -1.817 -0.485 -0.608
H -25.482826 -11.611161 0.016947 0.175 -0.535 0.632
H -26.643711 -12.947611 0.428628 0.397 0.314 -0.296
H -25.984166 -12.612416 -1.211353 -0.232 -0.648 0.145
H -24.244893 -15.818185 0.379005 -0.067 0.519 0.073
H -25.881113 -15.238119 0.591920 -0.487 -0.210 0.058
H -25.882187 -14.771904 -1.966283 -0.382 -0.020 -0.108
H -25.517367 -16.472408 -1.707480 -0.217 -0.275 0.300
H -23.831217 -15.472520 -3.194598 -0.019 -0.349 -1.012
H -23.002919 -15.855894 -1.694422 -0.572 -0.016 -0.060
H -21.595017 -12.597638 -2.741293 -0.296 0.121 0.313
H -21.228956 -14.051645 -1.775224 -0.349 0.267 -0.485
H -21.737635 -14.153467 -3.473570 -0.288 -0.125 0.146
H -24.263591 -11.870214 -2.612739 0.394 0.333 0.007
H -23.843786 -12.978573 -3.937965 -0.161 0.185 -0.436
H -25.272258 -13.203828 -2.927694 -0.416 -0.374 -0.246
H -23.982435 -12.343201 1.839523 0.695 -0.079 -0.177
H -23.302713 -14.075500 1.827211 0.642 0.186 0.422
H -24.936977 -13.658277 2.372266 0.148 -0.251 -0.334
H -22.019058 -12.230106 0.009184 -0.277 0.060 -0.117
C -28.598570 -0.765618 -5.018974 -1.412 -1.085 -0.537
C -27.933485 -1.287984 -3.777445 0.927 -0.417 1.253
C -28.476629 -0.545362 -2.529248 -0.232 0.954 -0.243
C -29.927064 -0.942515 -2.209786 0.287 -0.221 0.243
C -30.100862 -2.464789 -2.109897 0.411 -0.019 0.036
C -29.510172 -3.240907 -3.303775 0.986 -0.955 0.373
N -28.108698 -2.719404 -3.458192 -0.326 0.225 -0.526
O -27.408670 -3.463144 -4.469950 -0.687 0.207 0.152
C -29.289215 -4.739534 -2.925463 -0.781 0.455 0.359
C -30.447461 -3.190331 -4.498211 -0.631 -0.089 0.017
C -26.388902 -1.036843 -3.821760 -0.234 -1.069 -0.365
H -29.685709 -0.699451 -4.837407 0.530 0.710 -0.093
H -28.582257 -1.380586 -5.934803 0.772 -0.052 0.511
H -28.115044 0.159644 -5.207140 -0.100 1.186 -0.501
H -27.802692 -0.718722 -1.679968 -0.140 -0.118 -0.128
H -28.445650 0.557646 -2.759766 0.040 -0.893 0.284
H -30.532166 -0.562629 -3.029619 -0.348 0.123 0.091
H -30.303378 -0.498317 -1.259874 0.353 -0.056 -0.675
H -31.170917 -2.679678 -2.091294 0.001 -0.202 0.312
H -29.616313 -2.813712 -1.180480 -0.376 -0.011 -0.366
H -29.169980 -5.384837 -3.808245 0.298 0.351 0.264
H -28.421753 -4.734735 -2.268847 0.062 -0.430 -0.080
H -30.150539 -5.145502 -2.354297 0.331 0.389 -0.250
H -29.967277 -3.274269 -5.461526 0.352 -0.129 -0.196
H -31.197109 -4.002041 -4.424217 0.393 0.316 0.040
H -31.002478 -2.265114 -4.473514 -0.300 0.356 -0.244
H -25.914965 -1.801425 -3.178247 -0.107 0.648 0.070
H -26.120849 -0.021364 -3.535451 -0.091 0.060 0.199
H -25.982655 -1.232600 -4.823099 -0.241 0.110 0.022
H -26.764182 -3.939214 -3.932119 0.276 -0.526 0.082
C -22.731993 -5.609775 -3.429757 1.723 -1.171 0.251
C -23.974518 -6.326904 -3.952579 -0.001 0.070 1.372
C -23.805030 -7.877446 -4.036556 0.462 1.206 -0.209
C -23.627449 -8.523610 -2.681460 0.645 0.291 -0.622
C -24.811898 -8.194721 -1.819376 -0.994 -0.066 -0.006
C -25.006025 -6.683558 -1.637218 -1.139 1.003 -0.236
N -25.081264 -6.076817 -2.980541 0.241 -0.972 -1.004
O -25.529582 -4.744172 -2.989738 0.726 0.755 0.274
C -26.400801 -6.255408 -1.013031 0.214 -2.955 0.107
C -23.969384 -6.131214 -0.643463 -0.786 -0.092 -0.166
C -24.360211 -5.744126 -5.282767 -1.402 0.207 0.318
H -23.037343 -4.683593 -2.936960 0.516 0.021 -0.389
H -21.930835 -5.502307 -4.204514 -0.813 0.384 0.346
H -22.203054 -6.220650 -2.650841 -0.569 0.596 -0.546
H -24.703608 -8.276247 -4.482174 -0.256 -0.156 -0.579
H -22.910937 -8.030160 -4.665352 -0.377 -0.225 -0.023
H -22.701094 -8.105268 -2.299265 0.182 -0.203 0.566
H -23.467767 -9.598642 -2.814730 -0.132 0.041 0.244
H -24.689650 -8.614440 -0.827677 -0.120 -0.253 0.272
H -25.700676 -8.655847 -2.303522 0.246 0.343 0.415
H -26.566368 -6.978015 -0.164563 0.000 0.846 -0.393
H -26.391759 -5.242735 -0.676107 0.077 0.600 0.301
H -27.245376 -6.397464 -1.714589 0.664 0.053 0.190
H -24.162769 -5.076289 -0.660572 0.655 0.736 0.162
H -24.321433 -6.470456 0.319255 0.189 -0.227 0.501
H -22.918765 -6.388343 -0.762188 -0.141 0.047 -0.170
H -25.417913 -6.065704 -5.460983 0.937 0.195 -0.518
H -23.633180 -5.963018 -6.038309 0.103 -0.755 -0.624
H -24.345116 -4.657331 -5.247316 -0.239 0.259 0.230
H -24.820543 -4.080510 -2.747226 -0.429 -0.972 0.219
C -26.755775 -10.916385 3.178908 -1.023 0.724 0.532
C -26.833888 -9.825499 4.262707 1.883 0.854 -0.639
C -26.102576 -10.095068 5.598542 1.101 -0.906 -0.399
C -24.555258 -10.137992 5.431185 -0.844 1.633 0.060
C -24.163364 -8.667464 4.964017 -0.043 -1.850 0.049
C -24.814818 -8.344219 3.601197 -0.690 0.690 1.429
N -26.293274 -8.501181 3.828902 0.814 0.316 -1.401
O -26.875703 -8.099709 2.506419 0.347 -1.276 1.363
C -24.637128 -6.830108 3.398933 0.627 -0.114 0.121
C -24.300407 -9.116999 2.408060 0.887 0.041 -0.591
C -28.249663 -9.531073 4.554622 -1.500 -1.076 -0.227
H -25.812992 -11.298958 2.849737 0.630 0.035 0.130
H -27.292159 -10.479409 2.344317 0.119 -0.101 -0.476
H -27.373242 -11.724416 3.526216 -0.194 -0.707 0.133
H -26.359877 -9.256959 6.236476 -0.022 0.038 0.384
H -26.389410 -11.036896 6.095183 -0.497 0.319 -0.397
H -24.264806 -10.896417 4.700826 -0.038 0.195 -0.227
H -24.067834 -10.460063 6.365073 -0.158 0.473 -0.163
H -23.084196 -8.643726 4.873956 0.332 0.354 -0.164
H -24.479758 -7.898484 5.695465 0.106 -0.565 -0.216
H -24.881661 -6.493565 2.404061 -0.331 0.000 -0.295
H -25.215441 -6.271750 4.136011 -0.130 -0.119 -0.071
H -23.600100 -6.540739 3.551692 0.255 -0.097 0.037
H -25.089310 -9.067851 1.665192 0.068 -0.230 -0.329
H -23.415022 -8.618984 1.974086 -0.298 0.015 0.186
H -23.976405 -10.156678 2.550026 -0.384 0.245 0.312
H -28.385894 -8.638517 5.142830 0.076 0.036 0.635
H -28.599229 -10.459149 5.015343 -0.646 0.393 0.417
H -28.850750 -9.382045 3.657421 0.126 -0.087 -0.203
H -27.379083 -7.359112 2.817015 -0.551 0.744 -0.047
C -24.367131 -2.097457 -0.769504 1.579 1.117 0.805
O -23.700259 -3.000473 -1.626669 0.125 0.068 -0.632
H -23.944362 -2.132553 0.245353 0.065 -0.280 -0.134
H -24.168984 -1.067202 -1.097766 -0.485 -0.174 -0.046
H -25.398397 -2.301035 -0.666971 -1.203 -0.242 -0.359
H -23.222887 -2.459011 -2.278987 0.025 -0.065 0.070
C -21.068483 -5.268852 2.313749 0.553 -0.959 -1.141
O -21.836515 -4.636276 3.294378 0.094 -0.140 0.404
H -21.578726 -5.244158 1.351262 -0.283 0.041 0.133
H -20.121848 -4.762217 2.154630 0.321 0.202 0.018
H -20.824003 -6.338093 2.523688 -0.350 0.558 0.102
H -21.265958 -4.695673 4.064128 -0.361 0.309 0.467
C -25.976756 -3.740007 -8.081438 -1.006 -0.145 0.272
O -27.036651 -3.381003 -7.183800 0.720 0.009 -0.390
H -26.014449 -4.799451 -8.310247 0.094 -0.299 -0.096
H -26.118290 -3.191394 -9.003498 -0.110 0.161 -0.171
H -24.993198 -3.511055 -7.708971 0.503 0.210 0.385
H -26.812517 -3.650724 -6.279309 -0.288 0.180 -0.203
C -20.007785 -9.363007 -2.374522 -1.354 0.747 1.071
O -18.855237 -10.022282 -2.786611 0.472 -0.283 -0.127
H -20.334661 -8.588358 -3.086164 0.029 -0.193 0.079
H -20.812680 -10.083635 -2.220533 -0.011 -0.098 -0.335
H -19.900831 -8.888540 -1.368379 0.131 -0.136 -0.608
H -18.154342 -9.415107 -2.563832 0.655 -0.048 -0.162
C -23.771387 -8.175031 -9.073167 -0.241 0.145 0.738
O -23.560513 -6.785188 -9.252809 0.476 -0.264 0.964
H -24.748504 -8.395286 -9.501298 0.238 -0.354 -0.277
H -22.936556 -8.724161 -9.514442 -0.306 -0.360 -0.188
H -23.843573 -8.486534 -7.989406 0.099 0.467 -0.724
H -22.841709 -6.589588 -8.613183 -0.269 0.437 -0.473
C -18.881333 -8.054406 -6.424534 0.838 0.104 -1.103
O -20.128534 -7.692600 -5.931421 -0.983 -0.110 0.339
H -18.413815 -8.902757 -5.932966 -0.128 -0.201 0.266
H -18.913593 -8.246910 -7.508055 -0.027 -0.140 0.189
H -18.255611 -7.188420 -6.302657 0.530 0.293 0.162
H -20.758068 -8.385458 -6.198144 -0.079 -0.290 0.280
C -21.490633 -4.599946 -7.243671 -0.092 0.882 0.202
O -21.596467 -6.007658 -7.368590 -1.023 0.889 -0.878
H -21.519956 -4.266353 -6.187941 0.371 -0.373 -0.281
H -20.578280 -4.177700 -7.735608 -0.659 -0.401 0.324
H -22.390573 -4.088389 -7.667227 0.653 -0.784 -0.115
H -20.903584 -6.494130 -6.919239 0.625 -0.100 0.664
C -21.473324 -11.143383 -5.558427 -1.893 2.350 0.253
O -21.678138 -10.014401 -6.489443 0.438 -0.249 0.239
H -20.421512 -11.173852 -5.288617 -0.045 -0.460 -0.419
H -22.049017 -10.859635 -4.649930 0.494 -0.449 -0.180
H -21.989893 -11.982112 -6.002432 0.688 -0.715 0.029
H -22.618006 -9.778902 -6.522097 0.304 -0.290 0.106
C -22.230488 -1.728234 -4.935320 -0.477 0.156 1.047
O -22.670208 -1.042425 -3.723987 0.172 -0.622 -0.499
H -21.211105 -1.430905 -5.131842 0.418 -0.406 0.151
H -22.409114 -2.812743 -4.848469 0.430 0.403 0.070
H -22.803281 -1.369738 -5.758153 -0.562 0.206 -0.781
H -23.503411 -0.627187 -3.956567 -0.177 0.104 0.195
```
Positions in Å, forces in eV/Å.

**HOMO-LUMO gap**: 0.311 Ha
**Lowest unoccupied orbital energy**: 0.3434 eV
**2S+1**: 1
**HOMO level**: -8.107 eV
**Electronic energy**: -94228.717 eV

These are the Mulliken partial charges, in e, on atoms 1 to 4: -1.42, 1.60, -1.64, -0.54